1.
Density functional theory data (ωB97M-V/def2-TZVPD) for C30H31Cl3F6N2O6PdS2 as an isolated structure.

XYZ file:
```
81
Properties=species:S:1:pos:R:3
Pd -0.029 0.254 0.106
Cl -3.940 -5.681 3.123
C -2.988 -4.294 2.799
C -2.474 -4.116 1.509
C -1.718 -3.011 1.236
Cl -1.075 -2.787 -0.331
C -1.433 -2.002 2.256
O -0.773 -0.984 2.044
C -1.995 -2.275 3.577
Cl -1.686 -1.129 4.805
C -2.751 -3.381 3.834
H -2.674 -4.848 0.740
H -3.164 -3.554 4.817
F -1.218 4.165 -4.257
C -0.982 4.151 -2.949
F -0.682 5.389 -2.551
F -2.091 3.760 -2.312
S 0.443 3.063 -2.533
O 0.448 2.993 -1.092
O 1.579 3.652 -3.176
N -0.072 1.725 -3.203
S 0.896 0.511 -3.331
O 1.446 0.131 -2.035
O 1.805 0.509 -4.433
C -0.306 -0.835 -3.705
F -0.818 -0.705 -4.922
F 0.350 -2.002 -3.632
F -1.303 -0.877 -2.821
C 6.849 -4.897 -0.442
C 5.779 -3.851 -0.319
C 5.840 -2.674 -1.051
C 4.864 -1.695 -0.934
C 4.976 -0.447 -1.775
C 3.783 -1.918 -0.059
C 2.772 -0.875 0.024
O 1.660 -1.014 0.535
C 3.692 -3.116 0.682
C 2.558 -3.416 1.625
C 4.701 -4.052 0.540
H 7.596 -4.616 -1.183
H 6.419 -5.856 -0.736
H 7.355 -5.045 0.513
H 6.666 -2.514 -1.734
H 5.833 -0.525 -2.442
H 5.120 0.442 -1.157
H 4.088 -0.288 -2.385
H 3.039 0.096 -0.397
H 1.626 -3.565 1.080
H 2.384 -2.593 2.318
H 2.782 -4.317 2.196
H 4.648 -4.971 1.113
C -0.251 4.871 1.573
C -0.908 3.650 2.233
C 0.095 2.506 2.348
C -2.245 3.351 1.575
C -3.280 4.214 1.891
C -4.558 4.066 1.377
C -4.842 2.998 0.529
C -3.875 2.091 0.165
C -4.252 0.937 -0.737
C -3.656 1.096 -2.136
C -3.925 -0.433 -0.131
C -2.526 2.270 0.664
N -1.613 1.393 0.326
H 0.647 5.152 2.127
H -0.926 5.727 1.564
H 0.035 4.641 0.548
H -1.175 3.942 3.255
H 0.585 2.323 1.390
H -0.361 1.579 2.701
H 0.873 2.793 3.059
H -3.076 5.028 2.576
H -5.337 4.766 1.650
H -5.848 2.869 0.148
H -5.340 0.988 -0.838
H -2.571 1.151 -2.102
H -4.020 2.008 -2.610
H -3.937 0.247 -2.763
H -2.848 -0.586 -0.073
H -4.342 -1.224 -0.759
H -4.345 -0.531 0.873
```

Its HOMO energy (alpha / beta) is -0.2952 / -0.3379 Eh. The spin multiplicity is 5. The lowest unoccupied orbital energy (alpha / beta) is -0.26 / -3.09 eV. The electronic energy is -125897.5449 eV.

2.
Density functional theory data (ωB97M-V/def2-TZVPD) for one molecule with the formula C5H10O2.

XYZ file:
```
17
Properties=species:S:1:pos:R:3
C 1.174 1.032 -1.758
C 0.282 0.041 -1.019
C 0.453 0.140 0.499
O 0.095 1.425 0.988
C -0.295 -0.954 1.259
C -1.773 -1.103 0.977
O -2.448 -0.358 0.304
H 1.041 0.949 -2.842
H 0.931 2.056 -1.458
H 2.233 0.855 -1.534
H -0.768 0.213 -1.269
H 0.531 -0.986 -1.325
H 1.524 0.017 0.722
H -0.698 1.333 1.526
H -0.219 -0.751 2.340
H 0.177 -1.933 1.105
H -2.240 -1.975 1.484
```

Its HOMO energy is -0.3628 Eh. Its SMILES is CC[C@@H](O)CC=O. The lowest unoccupied orbital energy is 0.81 eV. The electronic energy is -9441.6183 eV.

3.
Density functional theory data (ωB97M-V/def2-TZVPD) for C11H16ClMoO5P as an isolated structure.

XYZ file:
```
35
Properties=species:S:1:pos:R:3
Cl 1.404 1.620 1.752
C -0.815 3.454 -1.116
C -0.993 2.625 -2.245
C 0.261 2.040 -2.564
H -1.919 2.456 -2.769
C 1.217 2.496 -1.624
C 0.547 3.390 -0.748
H 0.989 3.843 0.121
H -1.581 4.026 -0.620
H 0.452 1.357 -3.375
C 2.666 2.159 -1.581
Mo -0.439 1.126 -0.444
C -1.772 -0.010 -1.256
C -1.561 0.953 1.153
O -2.589 -0.698 -1.747
O -2.166 0.862 2.146
H 2.839 1.135 -1.908
H 3.039 2.259 -0.563
H 3.247 2.821 -2.228
C 1.264 -3.344 -0.609
O 0.629 -3.020 0.600
P 0.032 -1.432 0.443
O -1.563 -2.056 0.242
C -2.148 -2.490 1.439
O 0.878 -0.982 1.863
C 0.290 -1.489 3.035
H 1.718 -4.351 -0.504
H 2.097 -2.640 -0.835
H 0.530 -3.398 -1.443
H -3.161 -2.869 1.194
H -1.605 -3.352 1.874
H -2.318 -1.655 2.140
H -0.624 -0.927 3.303
H 0.152 -2.588 3.003
H 1.002 -1.321 3.868
```

Its HOMO energy (alpha / beta) is -0.6341 / -0.6307 Eh. Its net charge is +2. The spin multiplicity is 3. The lowest unoccupied orbital energy (alpha / beta) is -10.00 / -11.49 eV. The electronic energy is -45550.6412 eV.

| no. | largest force on an atom (eV/Å) |
| --- | --- |
| 1 | 0.486 |
| 2 | 0.606 |
| 3 | 7.872 |